{
  "formula": "C8H8AgN6S3Sb",
  "method": "the ωB97M-V functional and the def2-TZVPD basis",
  "elements": ["Sb", "Ag", "S", "S", "S", "N", "N", "N", "N", "N", "N", "C", "C", "C", "C", "C", "C", "C", "C", "H", "H", "H", "H", "H", "H", "H", "H"],
  "coordinates": [[-4.2173, -3.6592, 0.3124], [-1.8523, -1.2677, -0.4352], [-4.2277, -1.2114, -0.1431], [-3.6160, -3.8974, 2.4997], [-2.0747, -3.5792, -0.9746], [4.3882, 0.0149, 0.0980], [2.2058, 0.7139, -0.0348], [2.7663, -1.6035, 0.0700], [0.4957, -0.9171, -0.0757], [-1.3757, 1.0236, -0.2298], [1.0490, -3.1348, 0.0955], [-0.7565, 3.7011, -0.0619], [3.0707, -0.3156, 0.0395], [-0.1069, 1.4160, -0.1360], [0.2551, 2.7507, -0.0519], [-2.0750, 3.2889, -0.1506], [0.9377, 0.3250, -0.0872], [1.4515, -1.8767, 0.0229], [-2.3451, 1.9289, -0.2337], [-2.8903, 3.9992, -0.1524], [5.0503, -0.7215, -0.0695], [1.2984, 3.0156, 0.0265], [-0.5127, 4.7539, 0.0057], [0.0537, -3.3739, -0.0110], [-3.3517, 1.5281, -0.2975], [4.6325, 0.9528, -0.1633], [1.7468, -3.8547, 0.1382]],
  "mulliken_charge": [0.435, 0.159, -0.511, -0.771, -0.674, -0.381, -0.589, -0.713, -0.086, 0.185, -0.095, -0.398, 0.516, 0.536, -0.305, -0.691, -0.313, 0.467, 0.082, 0.376, 0.264, 0.435, 0.398, -0.035, 0.203, 0.249, 0.256],
  "lumo_ev": [1.95, 1.93],
  "s2": 0.76,
  "total_charge": -1,
  "multiplicity": 2,
  "gap_ev": [5.2, 5.1],
  "e_homo_ev": [-3.23, -3.19]
}